Density functional theory data (wB97M-V/def2-TZVPD) for the molecule C3H3N3O2 in a non-equilibrium geometry.

XYZ file:
```
11
Properties=species:S:1:pos:R:3:forces:R:3:nbo_charge:R:1
O 2.702790 -0.349209 0.088094 3.7 -0.3 0.0 -0.517
C 1.559320 -0.224925 0.084603 -3.0 2.0 -0.8 0.875
N 0.878500 0.944476 -0.448943 -0.7 -0.4 1.2 -0.502
N -0.313227 1.304425 0.212061 -0.5 -1.1 -0.8 -0.188
C -1.283790 0.427865 0.342458 0.5 3.1 2.7 -0.042
C -1.270648 -0.913879 -0.177205 -2.6 0.1 -3.3 0.005
N -0.201847 -1.563842 -0.325488 -0.8 -1.1 -0.3 -0.083
O 0.685565 -1.094497 0.630817 1.4 -0.2 0.9 -0.409
H 1.479166 1.785730 -0.551546 -0.5 -1.1 0.2 0.410
H -2.082876 0.876867 1.053647 0.9 -1.1 -1.8 0.229
H -2.152951 -1.193011 -0.908501 1.7 0.2 1.8 0.222
```
Positions in Å, forces in eV/Å.

energy above the lowest of the compared OMol25 structures with the same formula, charge and spin	464.7	kJ/mol
total charge	0
structure (SMILES)	O=C1NN=CC=NO1
HOMO-LUMO gap	9.848	eV
2S+1	1
HOMO	-10.116	eV